No. 1
Formula: C11H21B2O10P
Source: OMol25
Level of theory: ωB97M-V/def2-TZVPD

- SMILES: CB(O)C1=C(B(O)O)C(=O)OC1=O.CCOP(=O)(OCC)OCC
- Highest occupied orbital energy: -10.550 eV

```
45
Properties=species:S:1:pos:R:3:mulliken_charge:R:1
C 5.218 -0.866 3.033 -0.91
B 5.388 0.463 2.227 0.30
O 6.435 0.554 1.355 -0.54
C 4.443 1.722 2.396 0.28
C 3.108 1.834 2.390 0.11
B 2.064 0.667 2.240 0.76
O 1.287 0.305 3.318 -0.62
O 1.884 0.028 1.058 -0.53
C 2.792 3.291 2.553 0.21
O 1.719 3.781 2.407 -0.51
O 3.938 3.973 2.845 -0.31
C 5.005 3.096 2.609 0.44
O 6.128 3.483 2.594 -0.51
H 5.896 -0.915 3.889 0.33
H 5.520 -1.688 2.378 0.28
H 4.197 -1.075 3.358 0.28
H 6.240 1.207 0.675 0.32
H 1.758 0.496 4.134 0.32
H 1.085 -0.510 1.132 0.29
O -1.370 -1.344 -1.144 -0.73
P -2.666 -0.657 -1.226 1.00
O -2.942 -0.160 -2.726 -0.31
C -2.383 -0.831 -3.858 -0.28
C -3.256 -1.963 -4.357 -0.95
O -2.498 0.747 -0.458 -0.39
C -1.307 1.049 0.266 -0.26
C -0.351 1.870 -0.573 -0.82
O -4.132 -0.868 -0.673 -0.32
C -5.156 -1.592 -1.366 -0.22
C -4.992 -3.093 -1.238 -1.03
H -1.379 -1.195 -3.637 0.30
H -2.286 -0.074 -4.637 0.35
H -3.378 -2.731 -3.592 0.15
H -2.806 -2.427 -5.235 0.40
H -4.248 -1.602 -4.632 0.26
H -0.841 0.132 0.625 0.20
H -1.612 1.620 1.144 0.36
H -0.128 1.379 -1.521 0.25
H 0.585 2.040 -0.043 0.16
H -0.800 2.837 -0.804 0.32
H -5.216 -1.271 -2.406 0.26
H -6.091 -1.288 -0.898 0.33
H -4.000 -3.414 -1.561 0.29
H -5.742 -3.610 -1.838 0.35
H -5.108 -3.401 -0.199 0.32
```

---

No. 2
Formula: C4H4N4
Source: OMol25
Level of theory: ωB97M-V/def2-TZVPD

- SMILES: NC1=NC=N[C@H]2N=C12
- Highest occupied orbital energy: -8.800 eV

```
12
Properties=species:S:1:pos:R:3:mulliken_charge:R:1
C -0.681 -1.052 -0.162 0.43
C -1.275 1.362 -0.405 0.04
C 0.412 -0.206 -0.384 0.32
C -2.041 -0.646 0.430 0.02
N -1.732 -1.507 -0.743 -0.49
N -2.240 0.669 0.240 -0.58
N 0.006 1.048 -0.650 -0.58
N 1.685 -0.616 -0.126 -0.49
H -1.341 2.435 -0.745 0.34
H -2.489 -1.014 1.294 0.46
H 1.850 -1.417 0.500 0.26
H 2.332 0.086 0.049 0.27
```

---

No. 3
Formula: C29H23ClGeNO3STa
Source: OMol25
Level of theory: ωB97M-V/def2-TZVPD

- Total charge: +2
- Highest occupied orbital energy (spin up / spin down): -13.155 / -13.221 eV

```
60
Properties=species:S:1:pos:R:3:mulliken_charge:R:1
Ta 0.382 -0.099 -0.032 1.20
Cl 5.790 0.277 4.942 -0.15
C 4.731 0.162 3.599 0.01
C 5.256 0.110 2.296 -0.52
C 4.428 0.009 1.191 -0.32
C 3.059 -0.034 1.355 0.43
O 2.254 -0.169 0.297 -0.21
C 2.514 0.024 2.648 0.81
C 1.127 -0.022 2.878 0.06
O 0.223 -0.089 1.963 -0.67
C 3.372 0.119 3.772 -1.11
H 6.330 0.144 2.163 0.49
H 4.836 -0.053 0.190 0.48
H 0.744 -0.004 3.897 0.50
H 2.943 0.161 4.766 0.47
O -1.586 0.081 -0.311 -0.58
N -2.226 1.219 -0.645 0.28
C -3.573 1.166 -0.738 -0.22
C -4.266 2.283 -1.109 -0.70
C -3.558 3.450 -1.409 -0.14
C -2.178 3.451 -1.360 -0.76
C -1.496 2.297 -0.992 0.71
S 0.241 2.147 -1.050 -0.39
H -4.014 0.215 -0.481 0.49
H -5.343 2.241 -1.167 0.44
H -4.085 4.347 -1.703 0.44
H -1.604 4.327 -1.627 0.44
C -1.350 -3.381 1.199 -1.09
Ge -0.133 -2.973 -0.258 0.50
C -0.756 -3.454 -2.015 0.18
C -0.772 -4.805 -2.365 -0.34
C -1.194 -5.196 -3.628 -0.75
C -1.597 -4.242 -4.551 -0.51
C -1.584 -2.896 -4.211 -0.65
C -1.167 -2.504 -2.947 0.30
C 1.710 -3.284 0.221 1.11
C 1.972 -3.656 1.524 -0.65
C 3.289 -3.901 1.969 -1.07
C 4.332 -3.744 1.102 -0.86
C 4.114 -3.334 -0.239 0.85
C 5.198 -3.138 -1.130 -0.79
C 4.982 -2.717 -2.413 -0.64
C 3.665 -2.491 -2.866 -1.01
C 2.598 -2.689 -2.032 -0.42
C 2.793 -3.107 -0.693 0.42
H -1.455 -4.467 1.258 0.45
H -2.328 -2.958 0.979 0.37
H -1.004 -3.006 2.160 0.37
H -0.449 -5.564 -1.660 0.41
H -1.203 -6.245 -3.891 0.42
H -1.924 -4.547 -5.536 0.41
H -1.899 -2.153 -4.932 0.42
H -1.175 -1.450 -2.690 0.21
H 1.157 -3.790 2.226 0.42
H 3.464 -4.226 2.986 0.49
H 5.348 -3.936 1.427 0.47
H 6.203 -3.337 -0.779 0.46
H 5.814 -2.575 -3.089 0.44
H 3.499 -2.181 -3.890 0.48
H 1.588 -2.562 -2.419 0.15
```

---

No. 4
Formula: C14H22NiO5P
Source: OMol25
Level of theory: ωB97M-V/def2-TZVPD

- Total charge: +1
- Highest occupied orbital energy (spin up / spin down): -11.930 / -12.397 eV
- 2S+1: 3

```
43
Properties=species:S:1:pos:R:3:mulliken_charge:R:1
O 0.828 -0.544 -5.893 -0.18
C 0.934 -1.250 -4.999 0.18
Ni 1.147 1.686 -0.941 -0.25
C 2.937 0.927 0.554 0.15
O 2.793 0.843 1.704 -0.28
C 4.547 1.565 -1.364 0.46
O 4.629 2.146 -2.447 -0.34
C -0.128 2.918 -1.059 0.23
O -0.962 3.669 -1.294 -0.26
C 4.472 0.905 -0.019 0.28
O 5.572 0.461 0.369 -0.49
H 0.204 1.992 -2.275 0.02
C -0.660 2.075 2.127 -1.51
C -0.567 0.562 1.898 0.86
C -1.807 -0.146 2.448 -1.76
P -0.093 0.153 0.167 0.91
C 0.906 -1.389 0.344 0.95
C 0.309 -2.431 1.286 -1.69
C 1.155 -1.963 -1.051 -1.43
C -1.595 -0.215 -0.852 0.66
C -2.293 -1.525 -0.497 -1.61
C -2.654 0.890 -0.790 -1.22
H -1.316 2.567 1.392 0.29
H 0.336 2.537 2.102 0.28
H -1.081 2.233 3.129 0.46
H 0.320 0.205 2.449 0.54
H -2.727 0.141 1.928 0.29
H -1.724 -1.237 2.464 0.29
H -1.920 0.175 3.491 0.54
H 1.855 -1.047 0.792 0.09
H -0.681 -2.768 0.963 0.29
H 0.973 -3.301 1.258 0.53
H 0.254 -2.098 2.326 0.32
H 1.848 -1.374 -1.662 0.22
H 1.581 -2.966 -0.932 0.49
H 0.216 -2.043 -1.615 0.24
H -1.202 -0.275 -1.882 0.42
H -2.664 -1.498 0.533 0.23
H -3.173 -1.612 -1.144 0.55
H -1.696 -2.427 -0.644 0.34
H -2.332 1.860 -1.175 0.28
H -3.499 0.569 -1.413 0.48
H -3.043 1.031 0.227 0.14
```

---

No. 5
Formula: C4H5GdLiO2
Source: OMol25
Level of theory: ωB97M-V/def2-TZVPD

- Total charge: +2
- Highest occupied orbital energy (spin up / spin down): -12.455 / -14.668 eV
- 2S+1: 9

```
13
Properties=species:S:1:pos:R:3:mulliken_charge:R:1
C -1.332 -0.470 -0.804 -0.11
C -0.573 -0.727 0.466 -0.28
C 0.680 -0.339 0.823 -0.14
C 1.457 0.594 0.069 -0.02
O 2.629 0.881 0.372 0.03
O -2.643 -0.208 -0.570 -0.42
Li -3.985 0.065 0.437 0.92
Gd 4.751 2.304 -0.183 0.22
H -0.831 0.298 -1.426 0.35
H -1.158 -1.269 1.217 0.40
H 1.146 -0.746 1.723 0.39
H 1.000 1.080 -0.808 0.30
H -1.141 -1.464 -1.315 0.35
```

---

No. 6
Formula: C12H20O11S
Source: OMol25
Level of theory: ωB97M-V/def2-TZVPD

- Highest occupied orbital energy: -10.571 eV

```
44
Properties=species:S:1:pos:R:3:mulliken_charge:R:1
C 6.957 -0.559 -1.571 -0.26
C 6.657 -1.694 -0.950 -0.62
C 6.052 -3.154 -0.523 1.19
O 7.057 -3.868 0.231 -0.54
C 5.560 -3.883 -1.906 -0.57
O 4.097 -4.070 -2.003 -0.27
S 3.562 -3.007 -0.813 1.05
O 2.184 -3.263 -0.212 -0.51
O 3.486 -1.546 -1.273 -0.51
O 4.864 -2.947 0.295 -0.36
H 7.049 0.319 -2.326 0.35
H 7.925 -3.485 -0.048 0.39
H 5.715 -3.021 -2.676 0.36
H 6.246 -4.743 -2.257 0.31
C 1.747 -0.897 1.868 -0.85
C 0.932 -0.388 0.692 -0.10
O -0.339 0.121 1.125 -0.33
C -0.312 1.336 1.703 0.73
O 0.669 2.023 1.879 -0.56
O -1.569 1.647 2.079 -0.30
C -1.668 2.873 2.800 -0.72
H 1.173 -1.628 2.446 0.26
H 2.668 -1.363 1.526 0.04
H 2.007 -0.087 2.556 0.41
H 0.724 -1.218 0.014 0.28
H 1.476 0.369 0.119 0.29
H -1.214 3.699 2.245 0.32
H -1.199 2.766 3.782 0.31
H -2.727 3.096 2.944 0.23
C -3.674 0.704 -2.060 -1.22
C -3.750 0.827 -0.550 0.24
O -4.416 2.037 -0.162 -0.32
C -5.757 2.026 -0.284 0.75
O -6.431 1.102 -0.679 -0.56
O -6.220 3.238 0.083 -0.33
C -7.625 3.396 -0.097 -0.64
H -3.216 1.597 -2.496 0.31
H -3.088 -0.171 -2.347 0.37
H -4.669 0.611 -2.505 0.34
H -2.738 0.882 -0.142 -0.08
H -4.234 -0.043 -0.096 0.33
H -8.182 2.600 0.404 0.29
H -7.863 3.420 -1.163 0.29
H -7.917 4.350 0.345 0.23
```

---

No. 7
Formula: C8H8FO3S
Source: OMol25
Level of theory: ωB97M-V/def2-TZVPD

- Total charge: -1
- Highest occupied orbital energy (spin up / spin down): -3.013 / -3.573 eV

```
21
Properties=species:S:1:pos:R:3:mulliken_charge:R:1
C 0.084 -2.650 -0.975 -0.33
C -0.087 -1.493 -1.773 -0.77
C -0.072 -2.554 0.422 -0.61
C -0.340 -0.282 -1.171 -0.20
C -0.355 -1.325 0.974 -0.46
C -0.635 -0.160 0.203 0.46
C -1.213 2.331 -0.054 -1.08
C -0.923 1.095 0.704 0.60
O 2.353 2.141 2.086 -0.61
O 2.254 1.819 -0.356 -0.58
O 2.501 -0.098 1.082 -0.55
F -1.212 1.174 2.084 -0.35
S 2.062 1.258 0.961 0.96
H 0.159 -3.679 -1.279 0.34
H 0.190 -1.468 -2.835 0.29
H -0.095 -3.560 0.828 0.33
H -0.086 0.528 -1.757 0.20
H -0.688 -1.286 1.914 0.52
H -0.403 2.593 -0.856 0.23
H -1.381 3.287 0.547 0.31
H -2.113 2.328 -0.751 0.31
```

---

No. 8
Formula: C10H6F7N2O3S2
Source: OMol25
Level of theory: ωB97M-V/def2-TZVPD

- Total charge: -1
- Highest occupied orbital energy: -2.503 eV

```
30
Properties=species:S:1:pos:R:3:mulliken_charge:R:1
O -0.346 -2.586 2.213 -0.62
S -0.237 -2.604 0.691 1.11
O 0.099 -4.052 0.337 -0.67
C 1.052 -1.464 0.034 0.03
C 1.497 -1.648 -1.456 -0.19
C 2.551 -0.648 -2.022 -0.77
C 3.086 0.471 -1.065 0.53
N 4.036 1.541 -1.358 -0.59
S 4.219 2.450 0.091 0.22
N 3.178 1.711 1.263 -0.53
C 2.634 0.637 0.457 0.55
C 1.579 -0.373 1.006 -0.18
C -1.850 -2.171 -0.145 0.52
F -1.762 -2.603 -1.495 -0.25
F -2.854 -3.005 0.475 -0.27
C -2.334 -0.655 0.056 0.52
F -3.695 -0.538 0.507 -0.30
F -1.553 -0.103 1.136 -0.16
C -2.113 0.315 -1.200 0.55
F -2.782 -0.085 -2.384 -0.24
F -2.694 1.575 -0.836 -0.23
F -0.736 0.620 -1.452 -0.13
H 1.039 -2.472 -2.111 0.31
H 2.880 -0.736 -3.121 0.29
H 1.162 -0.340 2.080 0.31
C -1.179 3.371 1.659 -0.25
O -0.014 4.017 1.670 -0.82
H -2.088 3.961 1.906 0.30
H -1.487 2.901 0.704 -0.10
H -1.290 2.515 2.361 0.05
```

---

| no. | E (eV) |
| --- | --- |
| 1 | -42871.173 |
| 2 | -10169.736 |
| 3 | -119489.555 |
| 4 | -75430.160 |
| 5 | -29344.207 |
| 6 | -46119.457 |
| 7 | -28119.613 |
| 8 | -60273.857 |